(1)
Formula: CH5NOS
Source: the OMol25 dataset
Level of theory: ωB97M-V/def2-TZVPD

Properties
- Energy relative to the best compared isomer or geometry (same formula, charge and spin): 36.3 kJ/mol
- HOMO: -10.07 eV
- SMILES: NC=O.S

Last column: Löwdin charge in e.
Atoms and positions in Å:
N1 -0.28 -1.29 -0.49  0.083
C1 -1.45 -0.85 0.10  -0.433
O1 -2.44 -0.61 -0.54  0.032
H1 -0.30 -1.28 -1.49  0.086
H2 0.63 -0.93 -0.24  0.052
H3 -1.27 -0.82 1.18  0.122
S1 1.07 1.92 0.44  0.492
H4 2.10 2.61 -0.12  -0.202
H5 1.94 1.25 1.16  -0.232

***

(2)
Formula: CH5NOSi
Source: the OMol25 dataset
Level of theory: ωB97M-V/def2-TZVPD

Properties
- Energy relative to the best compared isomer or geometry (same formula, charge and spin): 204.6 kJ/mol
- HOMO: -10.92 eV

Last column: Löwdin charge in e.
Atoms and positions in Å:
C1 2.96 1.56 -0.63  -0.115
N1 3.37 1.00 -1.53  0.043
O1 -0.39 1.18 -0.69  -0.454
Si1 -1.11 -0.11 -1.02  0.626
H1 2.66 2.46 -0.07  0.073
H2 -2.39 -2.30 2.89  0.000
H3 -1.95 -1.87 3.36  0.005
H4 -2.10 -0.94 -0.17  -0.073
H5 -1.06 -0.99 -2.13  -0.104

***

(3)
Formula: CH5NS
Source: the OMol25 dataset
Level of theory: ωB97M-V/def2-TZVPD

Properties
- Charge: -1
- Energy relative to the best compared isomer or geometry (same formula, charge and spin): 98.6 kJ/mol
- HOMO (alpha / beta): 0.96 / -5.11 eV
- Multiplicity: 2

Last column: Mulliken spin population.
Atoms and positions in Å:
S1 1.62 -0.15 0.67  1.191
H1 1.69 -1.50 0.50  -0.221
C1 -1.41 0.55 -1.17  0.650
N1 -2.22 -0.17 -0.53  0.103
H2 -0.91 1.43 -0.77  -0.191
H3 -1.17 0.28 -2.20  -0.134
H4 0.60 -0.23 1.63  -0.217
H5 -2.29 0.20 0.43  -0.181

***

(4)
Formula: CH5NS
Source: the OMol25 dataset
Level of theory: ωB97M-V/def2-TZVPD

Properties
- Charge: -1
- Energy relative to the best compared isomer or geometry (same formula, charge and spin): 126.5 kJ/mol
- HOMO (alpha / beta): 0.89 / -2.89 eV
- Multiplicity: 2

Last column: Mulliken spin population.
Atoms and positions in Å:
S1 -2.31 1.63 0.20  0.072
H1 -1.66 0.51 0.79  0.027
C1 1.40 -0.71 -0.26  0.536
N1 0.52 -1.48 0.37  0.317
H2 1.08 0.05 -0.98  0.015
H3 2.48 -0.77 -0.10  0.023
H4 -1.19 2.39 0.19  0.005
H5 -0.31 -1.61 -0.20  0.006

***

(5)
Formula: CH5NSi2
Source: the OMol25 dataset
Level of theory: ωB97M-V/def2-TZVPD

Properties
- Energy relative to the best compared isomer or geometry (same formula, charge and spin): 206.2 kJ/mol
- HOMO: -9.95 eV

Last column: Löwdin charge in e.
Atoms and positions in Å:
C1 -2.15 0.63 -0.03  -0.585
N1 -2.54 0.80 1.03  0.027
Si1 1.47 -0.42 0.54  0.562
Si2 -1.20 0.94 -1.72  0.671
H1 2.16 -1.61 1.04  -0.127
H2 -0.02 -0.33 0.97  -0.127
H3 1.30 -0.25 -1.03  -0.130
H4 -0.94 -0.67 -1.72  -0.149
H5 1.93 0.91 0.91  -0.143

***

(6)
Formula: CH5NSi2
Source: the OMol25 dataset
Level of theory: ωB97M-V/def2-TZVPD

Properties
- Energy relative to the best compared isomer or geometry (same formula, charge and spin): 304.4 kJ/mol
- HOMO (alpha / beta): -8.91 / -9.02 eV

Last column: Löwdin charge in e.
Atoms and positions in Å:
C1 -0.11 -1.73 -0.65  -0.218
N1 -0.31 0.69 0.01  -0.300
Si1 -0.59 -0.88 0.90  0.340
Si2 0.95 -0.07 -1.00  0.396
H1 -1.83 -1.06 1.62  -0.078
H2 0.52 -0.59 1.84  -0.045
H3 -1.07 0.83 -0.71  0.023
H4 0.87 0.13 -2.61  -0.034
H5 2.11 0.54 -0.50  -0.083

***

(7)
Formula: CH5O2
Source: the OMol25 dataset
Level of theory: ωB97M-V/def2-TZVPD

Properties
- Charge: -1
- Energy relative to the best compared isomer or geometry (same formula, charge and spin): 4.2 kJ/mol
- HOMO: -3.47 eV

Last column: Löwdin charge in e.
Atoms and positions in Å:
C1 0.87 0.21 -0.60  -0.336
O1 -0.30 -0.47 -0.77  -0.290
H1 1.75 -0.39 -0.86  0.034
H2 1.01 0.59 0.43  0.053
H3 0.98 1.09 -1.28  0.046
H4 -1.40 -0.47 1.87  -0.088
H5 -1.04 -0.37 0.14  -0.042
O2 -1.86 -0.17 1.08  -0.377

***

(8)
Formula: CH5O2P
Source: the OMol25 dataset
Level of theory: ωB97M-V/def2-TZVPD

Properties
- Energy relative to the best compared isomer or geometry (same formula, charge and spin): 30.2 kJ/mol
- HOMO: -10.60 eV
- SMILES: CO[PH2]=O

Last column: Löwdin charge in e.
Atoms and positions in Å:
C1 1.27 -0.43 0.11  -0.047
O1 -0.24 -0.71 0.44  -0.361
P1 -1.25 0.40 -0.04  0.508
O2 -2.60 -0.07 0.23  -0.371
H1 1.74 0.50 0.41  0.073
H2 1.12 -0.76 -0.98  0.102
H3 1.81 -1.20 0.68  0.078
H4 -1.00 1.65 0.49  0.011
H5 -0.85 0.62 -1.34  0.008

***

(9)
Formula: CH5O2P
Source: the OMol25 dataset
Level of theory: ωB97M-V/def2-TZVPD

Properties
- Energy relative to the best compared isomer or geometry (same formula, charge and spin): 54.2 kJ/mol
- HOMO: -10.51 eV
- SMILES: CO[PH2]=O

Last column: Löwdin charge in e.
Atoms and positions in Å:
C1 -1.33 -0.39 0.30  -0.101
O1 0.04 -0.37 0.68  -0.378
P1 1.30 0.20 -0.19  0.554
O2 2.50 0.32 0.60  -0.389
H1 -1.37 -1.14 -0.43  0.070
H2 -1.52 0.67 -0.09  0.104
H3 -1.84 -0.47 1.17  0.051
H4 1.35 -0.57 -1.39  0.019
H5 0.87 1.75 -0.65  0.070

***

(10)
Formula: CH5O2P
Source: the OMol25 dataset
Level of theory: ωB97M-V/def2-TZVPD

Properties
- Energy relative to the best compared isomer or geometry (same formula, charge and spin): 175.8 kJ/mol
- HOMO (alpha / beta): -8.06 / -9.96 eV
- Multiplicity: 3

Last column: Mulliken spin population.
Atoms and positions in Å:
C1 -1.41 -0.17 0.46  -0.047
O1 2.93 -1.28 -0.07  0.255
O2 2.30 -0.09 -0.25  0.756
P1 -0.43 -0.61 -1.11  0.989
H1 -2.49 -0.55 0.29  0.033
H2 -1.12 0.92 0.50  0.000
H3 -1.12 -0.68 1.46  0.030
H4 2.54 -1.79 0.71  -0.008
H5 -0.71 -2.09 -0.95  -0.007

***

(11)
Formula: CH5O2PS
Source: the OMol25 dataset
Level of theory: ωB97M-V/def2-TZVPD

Properties
- Energy relative to the best compared isomer or geometry (same formula, charge and spin): 313.6 kJ/mol
- HOMO: -9.61 eV
- SMILES: O=S1#[PH]O1.C

Last column: Löwdin charge in e.
Atoms and positions in Å:
O1 -0.41 0.97 -1.42  -0.524
S1 0.84 1.04 -2.16  0.680
P1 2.27 -0.56 -1.91  0.737
O2 2.21 1.05 -1.29  -0.781
H1 2.85 0.04 -3.07  -0.112
C1 -1.58 -0.47 1.99  -0.073
H2 -0.84 -1.29 2.09  0.006
H3 -2.12 -0.56 0.97  0.045
H4 -2.24 -0.69 2.82  -0.003
H5 -0.98 0.48 1.99  0.025

***

(12)
Formula: CH5O4P2
Source: the OMol25 dataset
Level of theory: ωB97M-V/def2-TZVPD

Properties
- Charge: -1
- Energy relative to the best compared isomer or geometry (same formula, charge and spin): 11.0 kJ/mol
- HOMO: -4.52 eV
- SMILES: C[P@@](=O)([O-])P(O)O

Last column: Löwdin charge in e.
Atoms and positions in Å:
C1 0.10 1.22 -1.51  -0.156
P1 -0.42 0.34 0.09  0.352
O1 0.02 1.31 1.28  -0.494
O2 -1.86 -0.15 -0.08  -0.447
P2 0.81 -1.45 0.39  0.657
O3 1.50 -0.94 1.85  -0.381
O4 -0.48 -2.31 0.81  -0.377
H1 0.77 0.47 -1.89  0.012
H2 -0.73 1.27 -2.04  -0.031
H3 0.53 2.10 -1.29  -0.018
H4 0.92 -0.15 1.88  -0.066
H5 -1.17 -1.71 0.51  -0.051

***

(13)
Formula: CH5OPS
Source: the OMol25 dataset
Level of theory: ωB97M-V/def2-TZVPD

Properties
- Energy relative to the best compared isomer or geometry (same formula, charge and spin): 92.2 kJ/mol
- HOMO: -8.97 eV
- SMILES: CP=S.O

Last column: Löwdin charge in e.
Atoms and positions in Å:
C1 1.29 0.66 0.17  -0.445
P1 0.27 1.92 1.07  0.387
S1 -1.53 1.17 1.05  0.103
H1 0.71 -0.23 -0.08  -0.005
H2 2.13 0.38 0.80  0.021
H3 1.68 1.12 -0.73  0.023
O1 -1.37 -2.02 -0.67  -0.085
H4 -1.34 -1.59 -1.53  0.032
H5 -1.84 -1.42 -0.08  -0.031

***

(14)
Formula: CH5OPS
Source: the OMol25 dataset
Level of theory: ωB97M-V/def2-TZVPD

Properties
- Energy relative to the best compared isomer or geometry (same formula, charge and spin): 361.4 kJ/mol
- HOMO (alpha / beta): -9.36 / -8.27 eV

Last column: Löwdin charge in e.
Atoms and positions in Å:
C1 0.92 0.64 0.81  -0.243
O1 -0.53 -1.54 0.10  -0.388
P1 -0.56 0.12 -0.26  0.303
S1 -2.42 0.67 0.06  0.142
H1 1.46 -0.34 0.73  0.051
H2 1.34 1.55 0.33  0.043
H3 0.33 1.03 1.64  0.026
H4 -1.36 -1.96 -0.16  0.027
H5 0.80 -0.15 -3.23  0.040

***

(15)
Formula: CH5OPS
Source: the OMol25 dataset
Level of theory: ωB97M-V/def2-TZVPD

Properties
- Energy relative to the best compared isomer or geometry (same formula, charge and spin): 151.5 kJ/mol
- HOMO (alpha / beta): -8.86 / -8.67 eV
- Multiplicity: 3

Last column: Mulliken spin population.
Atoms and positions in Å:
C1 0.78 -1.34 1.30  -0.034
O1 -1.68 -0.01 -0.81  0.327
P1 -2.38 -0.53 0.39  0.526
S1 0.82 -1.21 -0.54  0.963
H1 -0.40 -1.58 1.52  0.036
H2 1.07 -0.37 1.65  -0.002
H3 1.42 -2.19 1.71  0.038
H4 -1.92 -1.82 0.39  0.058
H5 -2.10 0.39 1.50  0.088

***

(16)
Formula: CH5OS
Source: the OMol25 dataset
Level of theory: ωB97M-V/def2-TZVPD

Properties
- Charge: -1
- Energy relative to the best compared isomer or geometry (same formula, charge and spin): 30.2 kJ/mol
- HOMO: -2.97 eV

Last column: Löwdin charge in e.
Atoms and positions in Å:
S1 -2.48 -1.03 -0.36  -0.091
H1 -2.86 0.18 0.07  -0.426
C1 1.18 0.38 0.12  -0.260
O1 0.49 -0.77 -0.20  -0.254
H2 0.87 0.79 1.08  0.061
H3 1.08 1.12 -0.70  0.063
H4 2.25 0.16 0.22  0.058
H5 -0.53 -0.82 -0.23  -0.150

***

(17)
Formula: CH5P3
Source: the OMol25 dataset
Level of theory: ωB97M-V/def2-TZVPD

Properties
- Energy relative to the best compared isomer or geometry (same formula, charge and spin): 405.2 kJ/mol
- HOMO (alpha / beta): -8.28 / -7.96 eV

Last column: Löwdin charge in e.
Atoms and positions in Å:
C1 1.54 -0.42 -0.04  -0.134
P1 -0.48 3.03 0.27  0.170
P2 -0.43 1.23 -0.69  -0.011
P3 -1.32 -0.29 0.49  0.371
H1 2.58 -0.42 -0.28  -0.017
H2 0.88 -0.93 -0.80  -0.060
H3 1.13 -0.55 1.04  -0.008
H4 -2.71 -0.18 0.17  -0.138
H5 -1.18 -1.46 -0.17  -0.172

***

(18)
Formula: CH5P3
Source: the OMol25 dataset
Level of theory: ωB97M-V/def2-TZVPD

Properties
- Energy relative to the best compared isomer or geometry (same formula, charge and spin): 193.7 kJ/mol
- HOMO: -8.78 eV

Last column: Löwdin charge in e.
Atoms and positions in Å:
C1 2.11 0.15 0.14  -0.268
P1 0.00 0.75 -0.62  0.405
P2 -0.87 -0.47 0.76  0.089
P3 -2.96 -0.07 0.24  0.345
H1 2.67 -0.32 -0.66  -0.006
H2 2.44 1.06 0.35  -0.092
H3 2.21 -0.37 1.08  -0.014
H4 -2.45 0.55 -0.86  -0.277
H5 -3.14 -1.27 -0.45  -0.182

***

(19)
Formula: CH5PS
Source: the OMol25 dataset
Level of theory: ωB97M-V/def2-TZVPD

Properties
- Energy relative to the best compared isomer or geometry (same formula, charge and spin): 217.0 kJ/mol
- HOMO: -8.66 eV

Last column: Löwdin charge in e.
Atoms and positions in Å:
C1 -0.13 -0.80 -0.02  -0.358
P1 1.12 0.50 0.16  0.105
S1 2.81 -0.21 -0.10  0.127
H1 0.54 -1.73 -0.18  0.050
H2 -0.70 -0.70 1.03  0.084
H3 -0.81 -0.61 -0.84  0.019
H4 0.79 1.26 1.27  -0.070
H5 1.15 2.19 -1.00  0.044

***

(20)
Formula: CH5PS
Source: the OMol25 dataset
Level of theory: ωB97M-V/def2-TZVPD

Properties
- Energy relative to the best compared isomer or geometry (same formula, charge and spin): 109.5 kJ/mol
- HOMO: -9.19 eV
- SMILES: PCS

Last column: Löwdin charge in e.
Atoms and positions in Å:
P1 -1.39 0.17 0.18  0.696
C1 0.19 -0.83 0.07  -0.948
S1 1.68 0.18 0.11  0.579
H1 -1.23 0.73 -1.12  -0.126
H2 -0.74 1.50 0.68  -0.079
H3 0.31 -1.59 -0.84  0.070
H4 0.06 -1.58 0.85  -0.008
H5 1.12 1.42 0.08  -0.183